1.
Computed, not measured: the molecule C3H9N3O, with ωB97M-V/def2-TZVPD.

Cartesian coordinates (Å):
C -0.037 -0.175 2.104
C 0.439 -0.731 0.782
C -0.072 0.824 -0.993
H 0.603 -0.590 2.931
H -0.056 0.933 2.118
H -1.060 -0.465 2.313
H 0.423 -1.817 0.843
H 1.494 -0.467 0.672
H 0.208 -1.813 -1.573
H -0.689 1.898 -2.599
H -1.149 0.186 -2.718
H 1.083 1.359 0.338
N -0.326 -0.406 -0.384
N -0.900 1.031 -2.105
N 0.686 1.716 -0.557
O -0.646 -1.482 -1.170

## Properties
HOMO level (eV): -9.00
Calculated total energy (eV): -9772.930
Molecular weight (g/mol): 103.1
2S+1: 1
Energy relative to the best compared isomer or geometry (same formula, charge and spin) (kcal per mole): 60.2
F_max (eV/A): 3.33
E_LUMO (eV): 0.66



2.
Computed, not measured: a cluster of 6 separate species, C22H59BFNO17S5Si in total, with ωB97M-V/def2-TZVPD.

Cartesian coordinates (Å):
C 4.773 -4.554 -0.201
C 3.789 -3.670 -0.966
C 4.242 -2.208 -0.902
C 2.358 -3.820 -0.400
C 1.276 -4.509 -1.277
C 1.820 -5.406 -2.390
C 0.266 -3.509 -1.853
O -1.071 -4.033 -1.841
Si -2.073 -3.572 -0.634
F -1.297 -3.692 0.781
B -3.842 -4.580 -0.476
N -4.891 -3.852 0.246
O -4.048 -5.839 -0.976
H 5.777 -4.494 -0.627
H 4.822 -4.243 0.848
H 4.472 -5.605 -0.222
H 3.810 -3.964 -2.017
H 4.030 -1.777 0.082
H 5.317 -2.119 -1.081
H 3.742 -1.588 -1.650
H 1.994 -2.824 -0.128
H 2.417 -4.371 0.543
H 0.685 -5.155 -0.621
H 2.259 -4.815 -3.198
H 2.596 -6.084 -2.028
H 1.007 -5.995 -2.821
H 0.489 -3.282 -2.900
H 0.306 -2.565 -1.297
H -2.358 -2.120 -0.845
H -4.881 -2.885 -0.080
H -4.612 -3.722 1.224
H -4.215 -6.542 -0.341
O -4.869 -2.522 3.010
S -4.535 -2.444 4.406
O -4.059 -3.625 5.056
O -5.783 -1.859 5.184
C -7.076 -2.475 4.923
C -7.256 -3.775 5.672
C -3.421 -1.118 4.691
H -7.186 -2.603 3.846
H -7.789 -1.721 5.252
H -6.589 -4.548 5.294
H -8.286 -4.114 5.554
H -7.051 -3.636 6.733
H -3.819 -0.220 4.226
H -2.474 -1.400 4.235
H -3.303 -0.993 5.764
O 2.459 1.623 -2.906
S 2.609 2.033 -1.541
O 3.205 1.116 -0.613
O 1.207 2.504 -0.984
C 0.060 1.647 -1.241
C 0.058 0.416 -0.369
C 3.438 3.574 -1.452
H 0.045 1.389 -2.300
H -0.799 2.281 -1.040
H 0.876 -0.257 -0.632
H -0.887 -0.116 -0.480
H 0.172 0.692 0.680
H 2.956 4.280 -2.121
H 4.462 3.399 -1.773
H 3.413 3.922 -0.422
O -3.412 1.492 -1.425
S -4.379 1.151 -2.428
O -4.845 2.173 -3.312
O -5.606 0.442 -1.719
C -6.178 1.099 -0.554
C -7.094 2.240 -0.931
C -3.825 -0.235 -3.347
H -5.362 1.423 0.093
H -6.716 0.301 -0.048
H -6.541 3.067 -1.374
H -7.601 2.601 -0.035
H -7.843 1.908 -1.648
H -3.519 -1.002 -2.640
H -2.979 0.092 -3.948
H -4.632 -0.579 -3.989
O -0.125 0.781 4.001
S 1.251 0.788 4.410
O 1.603 0.163 5.648
O 1.775 2.284 4.398
C 0.963 3.279 5.078
C 1.158 3.255 6.576
C 2.275 0.171 3.122
H -0.079 3.124 4.796
H 1.294 4.221 4.646
H 0.762 2.341 7.016
H 0.640 4.107 7.017
H 2.217 3.321 6.825
H 2.042 0.689 2.195
H 2.053 -0.891 3.037
H 3.313 0.323 3.406
O 4.877 5.768 -3.261
S 5.792 6.665 -3.908
O 5.272 7.834 -4.542
O 6.675 5.837 -4.926
C 5.976 4.952 -5.849
C 5.376 5.699 -7.017
C 7.078 7.121 -2.801
H 5.226 4.393 -5.290
H 6.748 4.257 -6.171
H 4.556 6.342 -6.701
H 4.995 4.978 -7.741
H 6.129 6.319 -7.502
H 7.496 6.221 -2.359
H 6.621 7.751 -2.042
H 7.829 7.676 -3.357

## Properties
HOMO level (eV): -8.98
Calculated total energy (eV): -125518.634
Molecular weight (g/mol): 827.9
2S+1: 1
F_max (eV/A): 0.97
E_LUMO (eV): 0.38



3.
Computed, not measured: a cluster of 9 separate species, C24H60F12N5O17S4 in total, with ωB97M-V/def2-TZVPD.

Cartesian coordinates (Å):
C -3.234 -5.354 -3.543
C -3.915 -4.016 -3.197
C -3.147 -3.218 -2.162
O -3.834 -1.990 -1.965
C -3.155 -1.181 -1.039
N -4.074 -3.199 -4.448
H -3.133 -2.942 -4.776
H -4.565 -3.744 -5.153
H -4.572 -2.327 -4.262
H -3.551 -5.820 -4.475
H -3.365 -5.987 -2.668
H -2.158 -5.238 -3.689
H -4.942 -4.189 -2.874
H -2.126 -3.012 -2.504
H -3.022 -3.782 -1.232
H -3.687 -0.225 -0.998
H -2.143 -0.973 -1.389
H -3.188 -1.519 0.006
C 3.475 -1.508 -1.054
C 3.853 -2.953 -0.826
C 3.589 -3.839 -2.048
O 4.064 -5.098 -1.671
C 3.658 -6.145 -2.550
N 5.332 -3.041 -0.515
H 5.804 -2.916 -1.419
H 5.732 -2.310 0.080
H 5.691 -3.918 -0.133
H 3.796 -0.838 -0.252
H 2.452 -1.279 -1.328
H 4.131 -1.139 -1.856
H 3.354 -3.309 0.075
H 4.112 -3.450 -2.932
H 2.510 -3.775 -2.217
H 4.142 -7.100 -2.359
H 3.954 -5.853 -3.561
H 2.584 -6.326 -2.479
C -2.730 -1.147 3.249
C -3.599 0.087 3.367
C -2.941 1.266 4.041
O -3.888 2.330 4.048
C -3.471 3.436 4.838
N -4.034 0.506 1.983
H -4.665 1.305 1.905
H -3.229 0.746 1.378
H -4.495 -0.307 1.569
H -2.324 -1.445 4.219
H -1.857 -1.152 2.599
H -3.380 -1.991 2.999
H -4.516 -0.127 3.916
H -2.053 1.626 3.507
H -2.636 1.010 5.060
H -3.929 3.478 5.827
H -3.707 4.348 4.291
H -2.389 3.404 4.997
C 2.706 0.548 3.789
C 1.686 0.970 4.853
C 1.539 2.481 4.999
O 1.361 3.006 3.700
C 0.815 4.307 3.666
N 0.393 0.347 4.385
H -0.381 0.604 4.988
H 0.199 0.550 3.400
H 0.545 -0.676 4.352
H 2.897 -0.524 3.807
H 3.677 0.919 4.136
H 2.494 1.016 2.833
H 1.905 0.559 5.838
H 2.441 2.866 5.476
H 0.659 2.695 5.616
H 0.249 4.410 2.741
H 1.574 5.091 3.702
H 0.126 4.500 4.497
C -3.241 5.314 -2.298
C -2.036 5.086 -1.401
C -0.915 6.139 -1.437
O 0.218 5.731 -0.769
C 1.157 5.021 -1.583
N -2.424 4.802 0.027
H -3.339 4.344 0.077
H -1.885 4.078 0.526
H -2.435 5.631 0.628
H -2.939 5.664 -3.281
H -3.817 6.161 -1.908
H -3.884 4.437 -2.298
H -1.489 4.159 -1.605
H -1.360 7.046 -1.000
H -0.772 6.442 -2.479
H 0.673 4.113 -1.958
H 1.935 4.590 -0.956
H 1.605 5.611 -2.379
C 0.513 -3.747 -3.292
F 1.832 -3.907 -3.246
F -0.049 -4.701 -2.522
F 0.199 -2.580 -2.720
S -0.126 -3.920 -5.033
O -0.307 -5.342 -5.224
O -1.395 -3.206 -5.021
O 0.870 -3.284 -5.881
C 4.727 3.069 -2.483
F 4.421 4.309 -2.066
F 4.103 2.192 -1.681
F 4.238 2.948 -3.725
S 6.610 2.826 -2.516
O 6.825 2.028 -3.714
O 7.124 4.177 -2.606
O 6.970 2.144 -1.261
C 0.583 0.821 -0.799
F 1.830 0.950 -0.398
F 0.496 1.618 -1.862
F 0.276 -0.430 -1.053
S -0.554 1.492 0.522
O -1.919 1.408 0.000
O -0.446 0.672 1.727
O -0.114 2.859 0.677
C 0.317 -2.730 1.030
F -0.897 -2.248 0.736
F 0.630 -3.697 0.173
F 1.192 -1.716 0.881
S 0.358 -3.403 2.812
O -0.877 -4.121 2.954
O 1.589 -4.166 2.835
O 0.469 -2.215 3.688

## Properties
HOMO level (eV): -8.80
Calculated total energy (eV): -144058.440
Molecular weight (g/mol): 1047.0
2S+1: 1
Energy relative to the best compared isomer or geometry (same formula, charge and spin) (kcal per mole): 48.6
Total charge: +1
F_max (eV/A): 6.94
E_LUMO (eV): -3.66



4.
Computed, not measured: a structure of composition C23H45N6O4P2RhS, with ωB97M-V/def2-TZVPD.

Cartesian coordinates (Å):
Rh -0.309 -0.597 -0.355
N 5.573 -2.207 -0.431
C 4.263 -2.246 -0.216
N 3.774 -2.781 0.896
N 3.481 -1.728 -1.165
C 2.238 -1.635 -1.277
N 1.090 -1.508 -1.552
H 6.228 -2.621 0.211
H 5.919 -1.834 -1.299
H 4.388 -3.134 1.611
H 2.776 -2.742 1.077
C 0.857 -4.797 0.094
C 0.470 -4.113 1.398
C -1.043 -4.152 1.597
C 1.193 -4.749 2.580
O 0.901 -2.713 1.229
P 0.527 -1.505 2.246
O 0.515 -1.855 3.663
O -0.765 -0.865 1.680
O 1.721 -0.555 1.703
C 2.328 0.519 2.517
C 1.237 1.440 3.049
C 3.149 -0.067 3.659
C 3.229 1.266 1.542
H 0.526 -5.834 0.108
H 1.940 -4.784 -0.043
H 0.393 -4.289 -0.753
H -1.400 -5.180 1.600
H -1.529 -3.618 0.775
H -1.296 -3.691 2.556
H 0.844 -5.772 2.713
H 0.993 -4.190 3.491
H 2.271 -4.775 2.410
H 0.615 0.916 3.776
H 0.605 1.775 2.227
H 1.681 2.310 3.531
H 2.516 -0.631 4.338
H 3.616 0.746 4.214
H 3.934 -0.722 3.277
H 2.624 1.744 0.768
H 3.930 0.577 1.070
H 3.789 2.034 2.071
C -0.916 3.169 0.224
C -1.112 2.921 -1.272
P -0.301 1.378 -1.838
C -1.052 0.970 -3.469
C -1.443 2.152 -4.356
C 1.469 1.777 -2.167
C 1.764 3.138 -2.797
H -1.518 4.014 0.553
H 0.125 3.402 0.455
H -1.215 2.291 0.801
H -0.704 3.744 -1.860
H -2.177 2.826 -1.498
H -1.935 0.360 -3.261
H -0.335 0.325 -3.984
H -2.161 2.810 -3.870
H -1.905 1.763 -5.263
H -0.581 2.739 -4.664
H 1.824 0.969 -2.812
H 2.002 1.684 -1.219
H 1.196 3.296 -3.711
H 2.821 3.183 -3.056
H 1.562 3.959 -2.111
N -3.641 -1.309 1.564
C -3.540 -0.554 0.484
S -2.662 -1.204 -0.869
N -4.143 0.629 0.466
C -4.283 1.592 -0.579
C -4.360 2.925 -0.183
C -4.520 3.920 -1.131
C -4.613 3.594 -2.477
C -4.565 2.264 -2.866
C -4.410 1.258 -1.923
H -3.037 -2.112 1.657
H -4.076 -0.971 2.411
H -4.564 0.929 1.336
H -4.301 3.179 0.870
H -4.586 4.953 -0.816
H -4.757 4.372 -3.215
H -4.686 2.001 -3.909
H -4.454 0.225 -2.230

## Properties
HOMO level (alpha / beta) (eV): -14.08 / -14.36
<S²>: 6.013
Calculated total energy (eV): -74123.025
Molecular weight (g/mol): 666.6
2S+1: 5
Total charge: +2
F_max (eV/A): 1.34
E_LUMO (alpha / beta) (eV): -4.93 / -8.63